*1*
240
Properties=species:S:1:pos:R:3 method="wB97M-V/def2-TZVPD" charge=0 smiles=CC1(C)CCCC(C)(C)N1O.CC1(C)CCCC(C)(C)N1O.CC1(C)CCCC(C)(C)N1O.CC1(C)CCCC(C)(C)N1O.CC1(C)CCCC(C)(C)N1O.CC1(C)CCCC(C)(C)N1O.CC1(C)CCCC(C)(C)N1O.CC1(C)CCCC(C)(C)N1O e_lumo_ev=0.5
C -4.732 -2.497 2.266
C -4.165 -2.703 3.683
C -5.309 -2.397 4.656
C -5.179 -2.836 6.127
C -4.773 -4.318 6.165
C -3.629 -4.712 5.255
N -3.773 -4.131 3.897
O -2.852 -4.690 3.007
C -2.325 -4.186 5.851
C -3.613 -6.235 5.161
C -2.924 -1.801 3.821
H -5.422 -1.664 2.368
H -5.096 -3.429 1.839
H -3.982 -2.071 1.595
H -5.438 -1.311 4.719
H -6.246 -2.743 4.214
H -6.153 -2.785 6.612
H -4.481 -2.145 6.603
H -5.681 -4.792 5.783
H -4.610 -4.424 7.240
H -1.757 -4.922 6.429
H -1.535 -3.823 5.185
H -2.573 -3.341 6.496
H -3.447 -6.724 6.124
H -4.563 -6.566 4.739
H -2.796 -6.647 4.567
H -2.963 -0.895 3.214
H -1.996 -2.312 3.539
H -2.626 -1.479 4.825
H -2.026 -4.247 3.284
C -5.327 6.728 -0.487
C -4.613 6.498 -1.833
C -3.356 7.342 -1.918
C -2.184 6.777 -1.175
C -1.902 5.366 -1.739
C -3.101 4.419 -1.491
N -4.276 5.092 -2.096
O -5.419 4.256 -1.945
C -2.861 3.177 -2.371
C -3.281 4.022 -0.021
C -5.612 6.889 -2.980
H -4.693 6.570 0.384
H -6.213 6.103 -0.368
H -5.714 7.749 -0.425
H -3.174 7.681 -2.940
H -3.631 8.264 -1.387
H -2.315 6.836 -0.095
H -1.275 7.334 -1.418
H -1.057 4.996 -1.152
H -1.697 5.434 -2.806
H -3.415 2.355 -1.914
H -3.152 3.312 -3.410
H -1.794 2.946 -2.320
H -2.337 3.839 0.494
H -3.876 4.759 0.511
H -3.870 3.105 0.049
H -6.609 6.612 -2.637
H -5.400 6.573 -4.000
H -5.621 7.980 -3.082
H -5.675 4.142 -2.867
C 2.861 1.042 -0.662
C 1.490 0.967 -1.351
C 1.418 -0.237 -2.271
C 1.259 -1.551 -1.560
C -0.145 -1.484 -0.870
C -0.340 -0.247 0.061
N 0.350 0.957 -0.438
O 0.286 2.062 0.403
C -1.858 0.006 0.071
C 0.157 -0.566 1.488
C 1.317 2.212 -2.272
H 3.024 1.877 0.021
H 3.730 1.002 -1.321
H 2.944 0.147 -0.035
H 0.610 -0.160 -3.004
H 2.319 -0.245 -2.897
H 1.928 -1.697 -0.711
H 1.244 -2.393 -2.250
H -0.140 -2.367 -0.230
H -0.969 -1.500 -1.581
H -2.460 -0.901 0.028
H -2.086 0.632 0.940
H -2.152 0.648 -0.765
H -0.229 -1.570 1.698
H 1.234 -0.595 1.623
H -0.203 0.064 2.304
H 2.082 2.280 -3.045
H 1.278 3.173 -1.751
H 0.325 2.178 -2.733
H -0.520 2.537 0.158
C 7.565 2.816 -8.685
C 7.043 2.925 -7.228
C 6.298 4.275 -7.126
C 5.635 4.379 -5.769
C 4.671 3.202 -5.679
C 5.296 1.790 -5.716
N 6.099 1.824 -6.979
O 6.693 0.574 -7.303
C 5.994 1.638 -4.339
C 4.189 0.735 -5.987
C 8.339 2.852 -6.381
H 8.202 1.966 -8.891
H 7.875 3.806 -9.028
H 6.638 2.812 -9.280
H 6.898 5.168 -7.317
H 5.572 4.299 -7.945
H 5.153 5.348 -5.631
H 6.378 4.313 -4.970
H 3.926 3.353 -6.468
H 4.034 3.233 -4.786
H 6.376 2.502 -3.802
H 5.277 1.224 -3.615
H 6.678 0.783 -4.338
H 3.613 0.512 -5.093
H 3.588 1.100 -6.823
H 4.589 -0.175 -6.433
H 8.914 1.950 -6.581
H 8.006 2.912 -5.343
H 9.009 3.684 -6.599
H 5.950 0.109 -7.695
C 0.757 -0.519 6.056
C 1.630 -1.737 6.399
C 0.919 -3.013 5.864
C 1.039 -3.185 4.338
C 2.460 -3.040 3.782
C 3.272 -1.846 4.375
N 2.970 -1.633 5.773
O 3.805 -0.713 6.464
C 4.769 -2.211 4.195
C 3.009 -0.596 3.512
C 1.771 -1.923 7.909
H 0.278 -0.628 5.077
H 1.306 0.423 6.050
H -0.130 -0.363 6.680
H 1.335 -3.872 6.393
H -0.136 -2.837 6.086
H 0.491 -2.341 3.906
H 0.478 -4.098 4.134
H 2.200 -2.871 2.736
H 3.028 -3.962 3.916
H 5.001 -2.446 3.159
H 5.416 -1.391 4.511
H 4.987 -3.042 4.869
H 1.941 -0.392 3.474
H 3.566 0.203 4.011
H 3.340 -0.583 2.472
H 0.830 -2.274 8.347
H 1.984 -1.032 8.500
H 2.425 -2.767 8.148
H 4.013 -1.259 7.232
C -0.695 -8.273 2.510
C 0.357 -7.925 1.446
C 0.594 -9.092 0.501
C -0.502 -9.266 -0.551
C -0.661 -7.908 -1.272
C -0.952 -6.740 -0.348
N 0.099 -6.672 0.700
O 0.056 -5.556 1.556
C -0.851 -5.472 -1.214
C -2.416 -6.847 0.195
C 1.723 -7.798 2.187
H -0.246 -8.915 3.271
H -1.530 -8.824 2.077
H -1.098 -7.423 3.063
H 1.580 -9.096 0.045
H 0.360 -9.992 1.082
H -1.445 -9.679 -0.169
H -0.244 -10.108 -1.202
H -1.485 -8.043 -1.975
H 0.308 -7.938 -1.777
H -1.750 -5.415 -1.828
H -0.889 -4.576 -0.588
H 0.121 -5.465 -1.700
H -3.151 -7.274 -0.488
H -2.551 -7.413 1.117
H -2.816 -5.887 0.542
H 1.793 -7.042 2.973
H 2.539 -7.627 1.486
H 1.865 -8.717 2.760
H -0.892 -5.468 1.739
C -6.836 -0.710 0.310
C -6.678 -0.886 -1.240
C -6.035 0.399 -1.805
C -5.518 0.090 -3.215
C -4.508 -1.041 -3.140
C -5.114 -2.357 -2.599
N -5.871 -2.099 -1.369
O -6.523 -3.231 -0.878
C -5.909 -3.023 -3.714
C -3.938 -3.313 -2.331
C -8.116 -1.029 -1.802
H -7.422 -1.534 0.696
H -7.265 0.287 0.462
H -5.860 -0.537 0.763
H -6.683 1.270 -1.823
H -5.159 0.542 -1.162
H -5.111 1.024 -3.605
H -6.377 -0.220 -3.816
H -3.701 -0.724 -2.473
H -4.079 -1.202 -4.129
H -6.428 -3.935 -3.401
H -6.771 -2.459 -4.085
H -5.317 -3.272 -4.594
H -4.281 -4.154 -1.719
H -3.566 -3.782 -3.243
H -3.051 -2.942 -1.811
H -8.027 -1.601 -2.729
H -8.592 -0.070 -1.988
H -8.755 -1.685 -1.210
H -6.056 -3.452 -0.064
C 7.264 6.507 -1.056
C 5.864 6.665 -0.462
C 4.870 6.443 -1.600
C 3.455 6.305 -1.086
C 3.392 5.235 -0.013
C 4.271 5.521 1.206
N 5.647 5.625 0.606
O 6.608 5.815 1.627
C 3.779 6.748 1.990
C 4.301 4.323 2.143
C 5.707 8.085 0.089
H 7.516 7.343 -1.698
H 7.324 5.562 -1.612
H 7.989 6.239 -0.284
H 4.955 7.271 -2.312
H 5.187 5.589 -2.203
H 2.874 6.017 -1.974
H 2.918 7.239 -0.902
H 3.694 4.249 -0.366
H 2.355 5.219 0.337
H 3.060 6.369 2.717
H 4.567 7.260 2.538
H 3.282 7.429 1.303
H 5.169 4.387 2.806
H 3.427 3.954 2.676
H 4.658 3.408 1.640
H 4.708 8.501 -0.053
H 6.273 8.843 -0.474
H 6.112 8.304 1.077
H 7.205 5.069 1.508


*2*
240
Properties=species:S:1:pos:R:3 method="wB97M-V/def2-TZVPD" charge=0 smiles=CC1(C)CCCC(C)(C)N1O.CC1(C)CCCC(C)(C)N1O.CC1(C)CCCC(C)(C)N1O.CC1(C)CCCC(C)(C)N1O.CC1(C)CCCC(C)(C)N1O.CC1(C)CCCC(C)(C)N1O.CC1(C)CCCC(C)(C)N1O.CC1(C)CCCC(C)(C)N1O e_lumo_ev=0.5
C 16.409 -14.382 -23.855
C 15.537 -14.048 -22.602
C 14.560 -15.223 -22.299
C 15.278 -16.418 -21.705
C 16.075 -15.999 -20.508
C 17.111 -14.908 -20.835
N 16.303 -13.804 -21.396
O 17.192 -12.683 -21.579
C 17.664 -14.474 -19.459
C 18.404 -15.499 -21.522
C 14.675 -12.827 -22.918
H 15.684 -14.382 -24.676
H 16.841 -15.359 -23.925
H 17.131 -13.581 -24.099
H 13.944 -14.854 -21.510
H 13.933 -15.430 -23.155
H 15.898 -16.881 -22.498
H 14.627 -17.259 -21.347
H 16.666 -16.795 -20.059
H 15.469 -15.671 -19.644
H 18.654 -14.011 -19.427
H 16.863 -13.870 -18.971
H 17.787 -15.410 -18.869
H 18.222 -16.190 -22.277
H 18.980 -14.661 -21.905
H 19.063 -16.074 -20.830
H 14.265 -12.622 -21.947
H 13.965 -13.086 -23.726
H 15.322 -12.006 -23.254
H 17.906 -13.065 -22.111
C 13.517 -20.138 -17.484
C 12.714 -19.062 -16.700
C 13.454 -17.747 -16.699
C 13.482 -17.127 -18.137
C 12.043 -16.867 -18.599
C 11.199 -18.210 -18.449
N 11.367 -18.793 -17.150
O 10.697 -20.080 -17.202
C 9.804 -17.806 -18.684
C 11.569 -19.167 -19.639
C 12.703 -19.606 -15.240
H 14.235 -20.600 -16.765
H 14.003 -19.720 -18.422
H 12.812 -20.871 -17.871
H 12.872 -17.038 -16.104
H 14.436 -18.007 -16.220
H 13.933 -17.888 -18.727
H 14.113 -16.228 -18.065
H 12.030 -16.617 -19.629
H 11.502 -16.083 -18.028
H 9.155 -18.607 -18.966
H 9.428 -17.331 -17.804
H 9.795 -17.185 -19.579
H 11.220 -18.773 -20.571
H 12.627 -19.465 -19.768
H 11.052 -20.092 -19.425
H 12.019 -19.068 -14.600
H 13.770 -19.599 -14.772
H 12.380 -20.629 -15.282
H 10.038 -19.946 -16.480
C 13.765 -15.362 -10.784
C 12.839 -14.961 -11.875
C 12.257 -13.540 -11.737
C 13.273 -12.441 -12.117
C 13.664 -12.697 -13.585
C 14.456 -13.946 -13.772
N 13.387 -14.977 -13.359
O 14.000 -16.312 -13.380
C 14.831 -14.227 -15.261
C 15.717 -13.893 -12.939
C 11.680 -15.933 -11.852
H 13.111 -15.541 -9.928
H 14.388 -14.578 -10.409
H 14.326 -16.282 -11.045
H 11.395 -13.569 -12.417
H 12.006 -13.411 -10.673
H 14.147 -12.370 -11.502
H 12.723 -11.501 -12.031
H 14.139 -11.855 -14.024
H 12.631 -12.850 -13.989
H 14.003 -14.279 -15.960
H 15.565 -13.506 -15.549
H 15.241 -15.265 -15.268
H 15.968 -12.848 -12.973
H 15.629 -14.224 -11.896
H 16.492 -14.516 -13.350
H 11.086 -15.818 -12.780
H 11.088 -15.579 -11.020
H 12.008 -17.001 -11.720
H 13.861 -16.569 -14.332
C 13.995 -22.168 -22.148
C 15.014 -22.617 -21.107
C 15.839 -23.755 -21.692
C 16.855 -24.307 -20.678
C 17.745 -23.135 -20.231
C 17.067 -21.815 -19.832
N 16.033 -21.570 -20.842
O 15.332 -20.421 -20.342
C 16.587 -21.872 -18.288
C 18.107 -20.652 -19.996
C 14.129 -23.068 -19.899
H 13.539 -21.279 -21.738
H 13.211 -22.947 -22.285
H 14.475 -22.002 -23.162
H 15.169 -24.588 -21.941
H 16.273 -23.381 -22.592
H 17.507 -25.039 -21.037
H 16.333 -24.751 -19.864
H 18.357 -22.969 -21.102
H 18.379 -23.503 -19.398
H 16.028 -20.989 -18.025
H 16.008 -22.814 -18.036
H 17.492 -21.953 -17.713
H 19.084 -21.035 -19.663
H 18.184 -20.353 -21.034
H 17.898 -19.733 -19.421
H 13.872 -22.128 -19.410
H 14.522 -23.839 -19.237
H 13.105 -23.404 -20.199
H 15.719 -19.745 -20.906
C 8.449 -20.649 -12.821
C 7.430 -20.418 -13.963
C 6.032 -20.617 -13.369
C 4.934 -20.211 -14.324
C 5.020 -18.773 -14.796
C 6.460 -18.498 -15.362
N 7.522 -18.970 -14.419
O 8.796 -18.898 -15.089
C 6.549 -18.980 -16.823
C 6.617 -16.989 -15.438
C 7.708 -21.409 -15.124
H 9.473 -20.705 -13.161
H 8.204 -21.639 -12.418
H 8.215 -19.867 -12.041
H 5.898 -21.682 -13.112
H 5.953 -19.990 -12.461
H 3.895 -20.478 -13.962
H 4.864 -20.869 -15.262
H 4.632 -18.089 -14.030
H 4.241 -18.652 -15.519
H 6.185 -18.204 -17.547
H 7.604 -19.292 -17.091
H 5.887 -19.796 -17.153
H 5.809 -16.460 -15.906
H 6.633 -16.637 -14.428
H 7.527 -16.599 -15.870
H 8.742 -21.412 -15.503
H 7.104 -21.225 -16.014
H 7.421 -22.415 -14.804
H 9.251 -18.132 -14.664
C 11.982 -22.271 -10.640
C 12.170 -20.829 -10.154
C 11.023 -20.486 -9.193
C 11.294 -19.203 -8.442
C 12.606 -19.373 -7.782
C 13.813 -19.599 -8.673
N 13.468 -20.872 -9.377
O 14.584 -21.068 -10.298
C 14.161 -18.440 -9.564
C 15.064 -19.885 -7.818
C 12.130 -19.890 -11.366
H 11.962 -22.964 -9.807
H 12.767 -22.465 -11.387
H 10.998 -22.319 -11.018
H 10.151 -20.373 -9.828
H 10.946 -21.396 -8.588
H 10.508 -18.785 -7.811
H 11.431 -18.392 -9.174
H 12.640 -20.302 -7.175
H 12.764 -18.531 -7.138
H 14.848 -17.761 -9.185
H 14.567 -18.788 -10.512
H 13.305 -17.828 -9.822
H 15.248 -19.090 -7.115
H 15.102 -20.770 -7.214
H 15.895 -19.996 -8.525
H 12.071 -18.825 -11.056
H 11.282 -20.187 -11.970
H 13.013 -20.044 -11.984
H 14.676 -22.037 -10.432
C 11.507 -27.716 -14.675
C 11.734 -26.354 -15.460
C 10.462 -25.516 -15.326
C 10.764 -24.090 -15.724
C 11.911 -23.584 -14.804
C 13.184 -24.371 -14.945
N 12.849 -25.742 -14.787
O 14.088 -26.497 -14.934
C 13.852 -23.954 -16.312
C 14.171 -23.850 -13.880
C 11.972 -26.623 -16.965
H 11.501 -27.424 -13.627
H 12.390 -28.336 -14.866
H 10.561 -28.208 -14.945
H 9.735 -26.007 -16.058
H 10.046 -25.552 -14.261
H 9.906 -23.547 -15.427
H 10.934 -23.961 -16.811
H 11.465 -23.698 -13.755
H 12.078 -22.528 -14.859
H 13.365 -24.410 -17.178
H 13.679 -22.887 -16.447
H 14.896 -24.272 -16.245
H 15.130 -24.366 -14.151
H 14.299 -22.776 -13.964
H 13.947 -24.165 -12.868
H 11.950 -25.746 -17.627
H 11.106 -27.235 -17.225
H 12.913 -27.251 -17.082
H 14.272 -26.476 -15.910
C 16.804 -19.721 -14.702
C 17.924 -18.806 -14.265
C 19.086 -19.640 -13.803
C 20.373 -18.904 -13.499
C 20.752 -18.108 -14.795
C 19.541 -17.206 -15.306
N 18.331 -17.994 -15.351
O 17.213 -17.202 -15.739
C 19.402 -15.920 -14.530
C 19.894 -16.866 -16.806
C 17.330 -18.054 -12.992
H 16.701 -20.704 -14.123
H 17.023 -20.041 -15.790
H 15.808 -19.242 -14.692
H 18.713 -20.139 -12.913
H 19.253 -20.521 -14.489
H 21.180 -19.636 -13.309
H 20.283 -18.220 -12.692
H 20.938 -18.974 -15.453
H 21.646 -17.510 -14.682
H 20.338 -15.424 -14.717
H 18.689 -15.189 -15.053
H 19.057 -15.934 -13.501
H 19.262 -16.079 -17.099
H 20.987 -16.667 -16.942
H 19.782 -17.784 -17.409
H 16.733 -18.688 -12.294
H 16.647 -17.157 -13.237
H 18.108 -17.614 -12.345
H 17.040 -17.510 -16.641


Which structure is the least stable? The one labeled *1*.